# 1
One molecule with the formula C3H5NO2. Source: the Open Molecules 2025 dataset; level of theory: ωB97M-V/def2-TZVPD.

Each line ends with the Löwdin charge.
CARTESIAN COORDINATES (ANGSTROEM)
O1 -2.120 -0.759 -0.783  0.074
C1 -1.131 -0.302 -0.254  -0.426
N1 -0.971 0.749 0.593  0.092
C2 0.491 0.707 0.623  -0.109
C3 0.405 -0.621 -0.137  -0.268
O2 1.297 -0.609 -1.219  -0.003
H1 -1.565 1.535 0.812  0.146
H2 0.938 0.648 1.613  0.112
H3 0.955 1.495 0.018  0.124
H4 0.604 -1.481 0.525  0.154
H5 1.097 -1.361 -1.790  0.104

Summary:
frontier orbital gap = 10.6 eV
LUMO energy = 0.822 eV
strongest force on any atom = 1.036 eV Å⁻¹
total energy = -322.52619 Eh
energy relative to the best compared isomer or geometry (same formula, charge and spin) = 30.2 kcal/mol
2S+1 = 1

# 2
A 2-piece molecular cluster, C5H12NO2S overall. Source: the Open Molecules 2025 dataset; level of theory: ωB97M-V/def2-TZVPD.

Each line ends with the Löwdin charge.
CARTESIAN COORDINATES (ANGSTROEM)
C1 -1.625 1.389 -0.319  -0.081
C2 -0.139 3.064 -1.298  -0.030
C3 0.697 0.706 -1.147  -0.057
C4 1.638 -2.156 1.434  -0.289
C5 -0.337 1.823 -0.943  -0.441
N1 0.392 -1.402 1.352  -0.431
O1 -1.780 -2.390 -0.119  -0.416
O2 -0.607 -3.748 1.626  -0.588
S1 -0.918 -2.288 1.564  0.757
H1 -2.246 2.155 0.060  0.047
H2 -2.100 0.585 -0.821  0.062
H3 -1.479 0.784 0.666  0.100
H4 0.637 3.407 -2.016  0.056
H5 -1.913 -3.269 -0.351  -0.081
H6 -0.834 3.823 -0.857  0.057
H7 1.740 1.160 -1.246  0.100
H8 0.539 0.105 -0.211  0.045
H9 0.239 0.121 -1.840  0.036
H10 2.158 -1.946 0.497  0.043
H11 2.122 -1.876 2.391  0.051
H12 1.626 -3.304 1.508  0.061

Summary:
frontier orbital gap = 7.6 eV
LUMO energy = 3.646 eV
strongest force on any atom = 4.252 eV Å⁻¹
total energy = -801.06696 Eh
total charge = -1
energy relative to the best compared isomer or geometry (same formula, charge and spin) = 75.4 kcal/mol
2S+1 = 1

# 3
One molecule with the formula C7H12IN3OSi. Source: the Open Molecules 2025 dataset; level of theory: ωB97M-V/def2-TZVPD.

Each line ends with the Löwdin charge.
CARTESIAN COORDINATES (ANGSTROEM)
C1 2.281 -0.368 1.164  -0.160
Si1 1.193 0.794 0.095  0.504
C2 1.505 2.651 0.500  -0.188
C3 1.680 0.764 -1.758  -0.172
N1 -0.571 0.706 0.168  -0.034
C4 -1.413 -0.508 0.043  -0.361
N2 -0.852 -1.728 0.034  0.197
C5 -1.697 -2.981 0.056  -0.512
O1 -1.123 -4.028 0.259  0.068
N3 -2.976 -2.754 -0.105  0.126
C6 -3.492 -1.561 -0.249  -0.178
C7 -2.770 -0.378 -0.014  -0.694
I1 -3.774 1.414 -0.142  0.954
H1 3.053 0.395 1.544  0.063
H2 1.736 -1.014 1.920  0.058
H3 2.805 -0.948 0.527  -0.033
H4 2.569 2.678 0.705  0.010
H5 1.214 3.476 -0.201  0.048
H6 0.985 2.811 1.483  0.035
H7 2.769 0.762 -2.079  0.059
H8 1.251 -0.030 -2.281  -0.011
H9 1.265 1.702 -2.093  0.014
H10 -1.220 1.443 0.517  0.014
H11 0.105 -1.656 0.321  0.103
H12 -4.524 -1.643 -0.414  0.091

Summary:
frontier orbital gap = 8.8 eV
LUMO energy = 0.155 eV
strongest force on any atom = 4.155 eV Å⁻¹
total energy = -1100.65420 Eh
energy relative to the best compared isomer or geometry (same formula, charge and spin) = 0.0 kcal/mol
2S+1 = 1

# 4
C6H12N2O3 as an isolated structure. Source: the Open Molecules 2025 dataset; level of theory: ωB97M-V/def2-TZVPD.

Each line ends with the Löwdin charge.
CARTESIAN COORDINATES (ANGSTROEM)
C1 1.803 -0.380 -1.390  -0.322
C2 0.908 0.106 -0.114  -0.380
C3 1.114 0.550 -2.530  -0.076
C4 -1.117 0.429 1.177  -0.334
C5 -0.762 0.199 2.592  -0.518
C6 -2.669 0.262 1.032  -0.066
H1 2.346 -2.200 -0.720  0.201
H2 1.640 -2.281 -2.342  0.033
H3 2.869 -0.330 -1.214  0.111
H4 0.964 1.670 -2.135  0.103
H5 1.622 0.574 -3.541  0.065
H6 -0.088 0.243 -2.573  0.124
H7 -0.738 -1.430 -0.039  0.226
H8 -0.792 1.522 0.903  0.177
H9 -2.769 -0.853 1.142  0.071
H10 -3.149 0.574 2.073  0.108
H11 -3.299 0.918 0.081  0.160
H12 0.736 1.236 2.098  0.110
N1 1.361 -1.850 -1.467  -0.028
N2 -0.341 -0.389 0.213  0.097
O1 1.509 1.096 0.471  -0.043
O2 -1.475 -0.515 3.318  0.065
O3 0.326 0.849 2.964  0.114

Summary:
frontier orbital gap = 10.4 eV
LUMO energy = 0.445 eV
strongest force on any atom = 5.779 eV Å⁻¹
total energy = -570.94021 Eh
energy relative to the best compared isomer or geometry (same formula, charge and spin) = 102.0 kcal/mol
2S+1 = 1

# 5
A 12-piece molecular cluster, C37H93FN4O27P2S5 overall. Source: the Open Molecules 2025 dataset; level of theory: ωB97M-V/def2-TZVPD.

Each line ends with the Löwdin charge.
CARTESIAN COORDINATES (ANGSTROEM)
C1 -6.407 -2.240 2.668  -0.032
C2 -5.303 -2.445 1.674  -0.346
C3 -5.215 -1.473 0.491  -0.164
O1 -4.362 -1.963 -0.536  -0.196
C4 -4.795 -3.126 -1.189  -0.096
N1 -3.994 -2.380 2.381  0.195
H1 -3.200 -2.483 1.750  0.140
H2 -3.964 -1.434 2.853  0.045
H3 -3.857 -3.157 3.021  0.165
H4 -6.539 -1.202 2.969  0.093
H5 -6.320 -2.941 3.499  0.090
H6 -7.319 -2.612 2.191  0.084
H7 -5.362 -3.470 1.304  0.124
H8 -4.972 -0.498 0.920  0.128
H9 -6.230 -1.406 0.086  0.132
H10 -5.647 -2.800 -1.800  0.094
H11 -5.081 -3.987 -0.585  0.081
H12 -4.040 -3.393 -1.926  0.085
C5 -5.424 2.973 4.258  -0.042
C6 -5.476 2.917 2.745  -0.311
C7 -6.455 3.898 2.114  -0.179
O2 -5.892 5.185 1.996  -0.178
C8 -6.537 6.183 2.701  -0.136
N2 -4.061 3.056 2.259  0.194
H13 -3.816 4.040 2.387  0.155
H14 -3.323 2.527 2.773  0.065
H15 -3.910 2.981 1.241  0.087
H16 -4.559 2.483 4.707  0.070
H17 -6.268 2.411 4.666  0.081
H18 -5.501 3.990 4.649  0.073
H19 -5.834 1.913 2.510  0.123
H20 -7.392 4.039 2.662  0.118
H21 -6.760 3.647 1.093  0.129
H22 -7.608 6.251 2.463  0.079
H23 -6.102 7.160 2.496  0.093
H24 -6.518 5.960 3.775  0.078
C9 0.813 4.704 3.341  -0.065
C10 0.850 3.276 2.816  -0.305
C11 1.783 2.428 3.682  -0.142
O3 1.358 1.022 3.661  -0.225
C12 0.795 0.569 4.896  -0.112
N3 -0.560 2.744 2.767  0.135
H25 -0.569 1.728 2.714  0.103
H26 -1.215 2.888 3.549  0.053
H27 -1.088 3.286 2.065  0.084
H28 1.797 5.179 3.324  0.074
H29 0.400 4.792 4.346  0.075
H30 0.257 5.317 2.626  0.063
H31 1.114 3.263 1.758  0.116
H32 1.858 2.826 4.695  0.110
H33 2.801 2.324 3.306  0.117
H34 0.130 1.307 5.348  0.087
H35 1.578 0.225 5.577  0.076
H36 0.173 -0.294 4.657  0.055
C13 -1.059 0.136 -1.479  -0.038
C14 -0.945 -0.489 -0.095  -0.242
C15 0.413 -0.100 0.544  -0.181
O4 1.419 -0.759 -0.192  -0.200
C16 2.735 -0.513 0.285  -0.077
N4 -2.150 -0.038 0.724  0.205
H37 -2.064 -0.167 1.750  0.051
H38 -2.340 0.975 0.719  0.080
H39 -2.980 -0.504 0.396  0.087
H40 -1.771 -0.350 -2.148  0.074
H41 -0.113 0.114 -2.030  0.079
H42 -1.162 1.227 -1.469  0.064
H43 -0.979 -1.577 -0.039  0.106
H44 0.378 -0.420 1.589  0.094
H45 0.616 0.974 0.539  0.136
H46 2.891 0.571 0.234  0.075
H47 3.486 -1.026 -0.311  0.063
H48 2.959 -0.635 1.350  0.087
P1 -1.877 3.872 -0.317  -0.003
O5 -0.765 4.677 0.504  -0.451
O6 -2.652 5.198 -0.615  -0.494
O7 -2.548 2.617 0.272  -0.440
O8 -1.056 3.980 -1.618  -0.436
P2 -2.578 0.412 3.998  0.055
O9 -2.756 0.083 5.516  -0.460
O10 -2.154 1.905 3.759  -0.418
O11 -3.933 0.064 3.281  -0.407
O12 -1.487 -0.478 3.336  -0.418
O13 -1.204 -3.714 -1.287  -0.286
S1 -0.012 -3.874 -2.092  0.627
O14 1.200 -3.163 -1.794  -0.264
O15 0.256 -5.507 -2.262  -0.281
C17 1.436 -5.945 -2.951  -0.298
C18 1.079 -7.301 -3.427  -0.074
C19 -0.508 -3.568 -3.839  -0.073
H49 2.320 -5.981 -2.309  0.102
H50 1.664 -5.189 -3.705  0.100
H51 0.753 -7.931 -2.599  0.088
H52 1.927 -7.737 -3.955  0.084
H53 0.190 -7.273 -4.060  0.084
H54 -1.476 -4.046 -3.969  0.068
H55 0.281 -4.004 -4.441  0.049
H56 -0.659 -2.489 -3.814  0.072
O16 2.561 2.780 -0.452  -0.313
S2 2.269 3.690 -1.527  0.614
O17 1.389 4.803 -1.465  -0.228
O18 3.659 4.198 -2.199  -0.273
C20 4.807 3.344 -2.158  -0.265
C21 4.964 2.887 -3.608  -0.096
C22 1.719 2.566 -2.829  -0.114
H57 4.760 2.541 -1.424  0.104
H58 5.729 3.884 -1.930  0.109
H59 4.446 1.963 -3.866  0.045
H60 6.005 2.566 -3.734  0.067
H61 4.757 3.691 -4.309  0.080
H62 1.925 2.927 -3.836  0.062
H63 0.658 2.365 -2.674  0.037
H64 2.224 1.599 -2.769  0.049
O19 0.575 -5.429 3.370  -0.320
S3 1.165 -4.099 3.185  0.655
O20 1.662 -3.343 4.310  -0.268
O21 2.411 -4.311 2.166  -0.260
C23 2.235 -5.225 1.094  -0.285
C24 3.606 -5.369 0.471  -0.071
C25 0.152 -3.066 2.100  -0.094
H65 1.533 -4.900 0.321  0.095
H66 1.984 -6.261 1.328  0.119
H67 4.274 -6.049 1.003  0.079
H68 4.169 -4.433 0.517  0.070
H69 3.608 -5.677 -0.575  0.054
H70 -0.311 -3.771 1.411  0.055
H71 0.775 -2.358 1.557  0.057
H72 -0.550 -2.532 2.745  0.053
O22 -2.648 2.706 -6.268  -0.326
S4 -3.213 3.078 -4.998  0.633
O23 -4.609 3.402 -4.848  -0.307
O24 -2.776 1.916 -3.902  -0.244
C26 -3.709 1.685 -2.872  -0.299
C27 -4.783 0.651 -3.254  -0.083
C28 -2.195 4.420 -4.340  -0.125
H73 -4.167 2.597 -2.491  0.125
H74 -3.227 1.203 -2.023  0.071
H75 -4.524 -0.180 -3.915  0.069
H76 -5.522 1.146 -3.897  0.055
H77 -5.422 0.286 -2.448  0.058
H78 -2.444 4.602 -3.287  0.043
H79 -2.259 5.423 -4.766  0.067
H80 -1.154 4.112 -4.393  0.058
O25 6.833 -1.616 -2.245  -0.305
S5 5.554 -1.315 -2.866  0.630
O26 4.846 -0.083 -2.650  -0.266
O27 5.876 -1.256 -4.454  -0.259
C29 6.964 -2.105 -4.899  -0.286
C30 7.032 -2.156 -6.396  -0.079
C31 4.362 -2.704 -2.711  -0.088
H81 6.818 -3.143 -4.594  0.116
H82 7.853 -1.675 -4.445  0.115
H83 7.976 -2.654 -6.625  0.080
H84 7.052 -1.209 -6.936  0.082
H85 6.188 -2.731 -6.777  0.077
H86 4.296 -3.345 -3.586  0.063
H87 3.401 -2.291 -2.407  0.041
H88 4.662 -3.310 -1.854  0.055
F1 8.394 1.897 2.049  0.058
C32 7.481 0.921 2.171  -0.292
C33 6.978 0.495 3.365  -0.035
C34 6.251 -0.677 3.447  -0.077
C35 5.891 -1.372 2.301  -0.088
C36 6.465 -1.003 1.096  -0.082
C37 7.248 0.148 1.043  -0.006
H89 7.324 1.071 4.216  0.117
H90 5.654 -0.818 4.340  0.110
H91 5.184 -2.191 2.265  0.099
H92 6.409 -1.617 0.208  0.079
H93 7.491 0.494 0.046  0.113

Summary:
frontier orbital gap = 1.2 eV
LUMO energy = 2.263 eV
strongest force on any atom = 10.628 eV Å⁻¹
total energy = -6489.42798 Eh
total charge = -2
2S+1 = 1

# 6
C17H20AlF4O2 as an isolated structure. Source: the Open Molecules 2025 dataset; level of theory: ωB97M-V/def2-TZVPD.

Each line ends with the Löwdin charge.
CARTESIAN COORDINATES (ANGSTROEM)
C1 1.882 -0.475 2.491  0.077
C2 0.933 -1.073 2.037  -0.127
C3 -0.180 -1.947 1.519  -0.170
C4 0.067 -2.249 -0.001  -0.174
C5 -1.193 -2.088 -0.900  -0.133
C6 -1.753 -0.654 -0.916  -0.267
O1 -3.087 -0.451 -1.442  0.006
C7 -3.167 0.949 -1.556  -0.433
O2 -4.027 1.666 -1.162  0.151
C8 -1.819 1.261 -2.275  -0.053
C9 -0.788 0.567 -1.305  -0.172
C10 0.431 0.264 -2.241  -0.138
C11 1.744 1.087 -1.945  -0.132
C12 1.564 2.337 -1.076  -0.236
C13 2.235 2.348 0.166  -0.050
C14 2.101 3.430 1.053  -0.080
C15 1.302 4.507 0.659  -0.107
C16 0.634 4.507 -0.572  -0.089
C17 0.754 3.426 -1.464  -0.049
H1 2.761 0.133 2.636  0.018
H2 -0.086 -2.915 2.077  0.104
H3 -1.177 -1.541 1.751  0.112
H4 0.339 -3.323 -0.058  0.120
H5 0.948 -1.692 -0.371  0.092
H6 -1.968 -2.766 -0.494  0.130
H7 -0.957 -2.437 -1.925  0.115
H8 -1.942 -0.473 0.168  0.136
H9 -1.712 2.339 -2.470  0.109
H10 -1.967 0.734 -3.237  0.133
H11 -0.624 1.021 -0.320  0.151
H12 0.722 -0.805 -2.260  0.097
H13 0.131 0.500 -3.278  0.101
H14 2.484 0.393 -1.507  0.105
H15 2.154 1.436 -2.918  0.114
H16 2.841 1.474 0.440  0.097
H17 2.634 3.383 2.010  0.104
H18 1.172 5.387 1.305  0.100
H19 -0.004 5.353 -0.863  0.102
H20 0.237 3.384 -2.428  0.106
F1 0.469 -4.292 4.756  -0.221
Al1 -0.704 -5.408 4.160  -0.079
F2 -2.146 -5.287 5.099  -0.224
F3 -0.079 -7.012 4.264  -0.225
F4 -1.057 -5.030 2.504  -0.221

Summary:
frontier orbital gap = 9.8 eV
LUMO energy = 2.289 eV
strongest force on any atom = 3.419 eV Å⁻¹
total energy = -1452.47073 Eh
total charge = -1
2S+1 = 1

What is the formula in the first record?
C3H5NO2